# 1
This record from the OMol25 dataset describes 15 unconnected molecules or ions with the total composition C15H60N18O15. The level of theory is ωB97M-V/def2-TZVPD.

Values from the calculation:
largest force on an atom = 9.43 eV/Å
E_LUMO = -0.0086 Ha
molecular weight = 732.8 g/mol
HOMO-LUMO gap = 0.2750 Ha
multiplicity = 1

Each line ends with the Mulliken charge.
CARTESIAN COORDINATES (ANGSTROEM)
C 7.98622 6.39779 -19.19927  0.817
O 8.62503 6.10417 -20.34975  -0.770
N 7.52856 5.47509 -18.41809  -0.353
N 7.60892 7.57011 -18.93855  -0.147
H 7.91069 4.46664 -18.46751  0.220
H 7.29490 5.70020 -17.43968  0.228
H 8.20103 8.31800 -19.43790  0.071
H 7.16258 7.85056 -18.09630  0.208
C 14.42917 8.57183 -15.50170  0.083
O 13.08892 8.40298 -15.79122  -0.460
N 15.09557 7.86710 -14.66821  -0.607
N 15.12930 9.49172 -16.08971  -0.329
H 14.67293 6.96279 -14.41992  0.341
H 16.07036 7.92538 -14.35229  0.230
H 14.65295 10.17208 -16.77160  0.200
H 16.12859 9.71951 -15.91579  0.224
C 9.28447 10.18234 -11.24621  0.132
O 9.55302 10.14506 -12.63286  -0.403
N 8.49523 11.05073 -10.72691  -0.430
N 10.01056 9.56044 -10.33419  -0.212
H 7.95150 11.58996 -11.47686  0.171
H 7.92843 11.10919 -9.85557  0.284
H 10.82955 9.08094 -10.65810  0.148
H 9.86118 9.72369 -9.32887  0.217
C 10.03210 9.38132 -19.89778  0.525
O 11.01755 8.50091 -20.29773  -0.755
N 8.84033 9.47459 -20.43720  -0.535
N 10.20349 10.26597 -18.96506  -0.141
H 8.77322 8.81392 -21.22063  0.356
H 8.40069 10.41814 -20.40406  0.220
H 11.18920 10.18456 -18.61546  0.217
H 9.64616 10.94040 -18.52032  0.071
C 6.18728 9.12657 -13.67817  -0.381
O 6.98859 7.99656 -13.70126  -0.680
N 4.98384 9.17971 -13.12573  -0.259
N 6.53873 10.21477 -14.34686  0.188
H 4.61685 8.24232 -12.91952  0.346
H 4.44687 10.02474 -12.97186  0.207
H 7.38043 10.04875 -14.90342  -0.036
H 5.83488 10.73324 -14.81768  0.452
C 9.57173 4.43561 -15.42781  0.468
O 8.43653 5.12171 -15.87786  -0.683
N 10.20274 4.81894 -14.34300  -0.228
N 10.03114 3.35293 -16.02552  -0.535
H 9.80839 5.74524 -13.94008  0.424
H 10.82846 4.27358 -13.77370  0.200
H 9.60747 3.13094 -16.93496  0.313
H 10.82997 2.69958 -15.81616  0.243
C 13.65477 10.49280 -18.73988  0.281
O 14.00316 10.80090 -20.04609  -0.748
N 12.71826 9.68035 -18.37886  0.120
N 14.00101 11.20788 -17.69608  -0.352
H 12.42074 9.04548 -19.10281  0.430
H 12.71832 9.28578 -17.44408  -0.238
H 14.56163 11.95206 -18.09819  0.196
H 13.41169 11.41666 -16.82859  0.414
C 7.88930 13.25400 -12.83170  0.342
O 7.53665 14.58134 -12.62093  -0.780
N 7.09662 12.23082 -12.58517  -0.325
N 9.15575 12.96131 -13.04224  0.131
H 6.19794 12.49061 -12.14397  0.261
H 7.02238 11.36160 -13.24154  0.507
H 9.87128 13.64379 -12.91565  0.226
H 9.38352 12.00906 -13.16370  -0.233
C 12.87016 8.26036 -12.07008  0.475
O 12.31850 8.11321 -10.84489  -0.865
N 14.08251 8.65146 -12.21473  -0.339
N 12.18558 8.16793 -13.20407  0.812
H 14.73990 8.59541 -11.45161  0.307
H 14.60194 8.37988 -13.07274  0.355
H 11.22829 7.81308 -13.18695  -0.321
H 12.54037 8.36111 -14.13548  0.025
C 9.49995 8.64015 -15.93380  0.155
O 8.94069 9.62868 -15.12894  2.984
H 8.75027 7.82669 -16.09506  -0.065
H 10.38271 8.16100 -15.52184  -0.146
H 9.81626 9.05391 -16.88567  -0.460
H 9.24460 9.42945 -14.25939  -1.469
C 11.43875 11.61887 -14.98446  0.485
O 12.78727 11.66800 -15.32130  -0.704
H 11.16583 12.38818 -14.23892  0.034
H 11.38061 10.62114 -14.48218  -0.096
H 10.74484 11.56622 -15.81156  -0.242
H 13.31814 11.43290 -14.58057  0.340
C 5.25470 8.02882 -16.40441  -0.863
O 6.26441 8.82017 -16.94198  -0.537
H 5.65307 7.23489 -15.72933  0.215
H 4.60238 7.62703 -17.23037  0.315
H 4.67237 8.68325 -15.76294  0.425
H 5.79763 9.60430 -17.23148  0.233
C 11.12406 6.05525 -17.84177  0.346
O 11.74442 4.79044 -17.75117  -0.685
H 10.10623 6.04154 -17.48909  -0.364
H 11.04421 6.33477 -18.86073  0.336
H 11.66827 6.73873 -17.23795  -0.030
H 11.31463 4.13332 -17.19905  0.451
C 8.30294 12.60632 -16.49310  -0.770
O 8.22114 11.34380 -17.11587  -0.561
H 8.63048 13.34344 -17.28769  0.296
H 9.02299 12.56165 -15.66096  0.320
H 7.38502 13.08156 -16.21549  0.297
H 8.64590 10.62049 -16.63676  -0.043
C 9.56270 6.46395 -11.99575  -1.114
O 9.48213 7.15404 -13.16521  -0.693
H 10.55872 6.51180 -11.58819  0.263
H 9.16651 5.46857 -12.06938  0.477
H 8.89709 7.05522 -11.37359  0.322
H 8.50906 7.28430 -13.34697  0.003

***

# 2
This record from the OMol25 dataset describes 15 unconnected molecules or ions with the total composition C15H60N30O15. The level of theory is ωB97M-V/def2-TZVPD.

Values from the calculation:
largest force on an atom = 2.43 eV/Å
E_LUMO = -0.0133 Ha
molecular weight = 900.8 g/mol
HOMO-LUMO gap = 0.3006 Ha
multiplicity = 1

Each line ends with the Mulliken charge.
CARTESIAN COORDINATES (ANGSTROEM)
C 11.02834 -10.66928 -2.37260  0.591
O 10.93307 -9.94986 -3.37738  -0.749
N 10.05304 -11.08002 -1.52958  -0.038
N 12.21680 -11.25494 -2.06224  -0.434
H 9.14081 -10.65408 -1.54678  -0.133
H 10.35622 -11.66139 -0.77203  0.146
H 12.32538 -11.89283 -1.29776  0.134
H 12.99833 -11.09599 -2.67088  0.247
C 6.12430 -12.90734 1.88526  0.736
O 6.88992 -11.94770 1.78222  -0.685
N 6.61698 -14.14931 2.17315  -0.373
N 4.82222 -12.81137 1.54624  -0.129
H 7.43361 -14.14275 2.75788  0.270
H 6.06321 -14.97784 2.06443  0.138
H 4.39109 -12.06301 1.03251  -0.096
H 4.26787 -13.65103 1.56832  0.173
C 7.70690 -7.69254 -4.70690  0.321
O 7.12885 -6.75691 -4.14093  -0.470
N 9.05086 -7.88862 -4.60654  -0.458
N 7.11703 -8.47978 -5.66458  -0.347
H 9.46117 -7.19623 -3.99354  0.246
H 9.32291 -8.86111 -4.58612  0.214
H 6.26967 -8.14541 -6.08966  0.306
H 7.68843 -9.18265 -6.09080  0.174
C 4.78688 -4.58074 -5.61611  0.345
O 3.94182 -3.76715 -5.93602  -0.690
N 5.86857 -4.95297 -6.35869  -0.246
N 4.74020 -5.29452 -4.43499  -0.106
H 6.58782 -5.48680 -5.89929  0.236
H 5.91041 -4.77537 -7.34438  0.204
H 3.87823 -5.18232 -3.93030  0.127
H 5.23594 -6.13050 -4.17295  0.100
C 2.80004 -10.03210 -5.21224  0.500
O 1.59610 -9.89216 -5.01896  -0.766
N 3.34668 -10.77829 -6.21455  -0.262
N 3.71437 -9.21204 -4.59143  0.403
H 2.80295 -11.33013 -6.85316  0.229
H 4.28474 -10.63335 -6.53921  0.149
H 3.34005 -8.48220 -3.99722  -0.211
H 4.62731 -9.62305 -4.44837  -0.033
C 1.75078 -6.73371 -2.80889  0.268
O 2.95093 -6.99104 -2.95944  -0.091
N 0.81443 -7.53106 -3.38701  -0.328
N 1.21094 -5.78316 -2.01449  -0.564
H -0.14775 -7.54837 -3.10219  0.174
H 1.03419 -8.15886 -4.15256  0.135
H 1.74656 -5.11793 -1.48036  0.321
H 0.22032 -5.74491 -1.85736  0.154
C 7.56941 -3.86394 -1.67197  0.558
O 8.32547 -3.10120 -1.09001  -0.700
N 6.69654 -4.69398 -1.01134  -0.044
N 7.49436 -4.03781 -3.02185  -0.261
H 6.43071 -4.48906 -0.06522  0.196
H 6.12386 -5.28910 -1.58093  -0.088
H 8.24715 -3.72902 -3.60914  0.210
H 6.78044 -4.60119 -3.44272  0.110
C 2.84848 -6.71607 1.24571  0.499
O 3.05287 -6.77817 2.45788  -0.853
N 1.61864 -6.78187 0.67495  -0.282
N 3.87034 -6.49301 0.38552  0.037
H 0.83671 -6.89741 1.29630  0.189
H 1.46765 -6.69893 -0.32268  0.143
H 3.77989 -6.38824 -0.61079  0.114
H 4.79259 -6.60008 0.82112  0.211
C 8.22099 -14.00537 -1.12998  0.613
O 9.37013 -14.01622 -0.70017  -0.659
N 7.82574 -14.93936 -2.04575  -0.410
N 7.40404 -12.92242 -1.00425  0.283
H 6.87971 -15.22585 -2.22252  0.174
H 8.53693 -15.60304 -2.29799  0.231
H 6.52682 -12.94551 -1.49632  -0.038
H 7.61727 -12.10337 -0.47006  -0.306
C 3.51302 -10.13038 3.42145  0.421
O 3.49008 -11.25827 3.90583  -0.694
N 4.41941 -9.78478 2.45969  -0.037
N 2.81833 -9.05266 3.88824  -0.350
H 5.07716 -10.54508 2.36885  0.004
H 4.48624 -8.94917 1.90936  0.119
H 3.02605 -8.12845 3.49648  0.384
H 2.05099 -9.19653 4.51797  0.192
C 1.85006 -10.83385 -0.68074  0.343
O 2.81028 -10.68657 -1.44210  -0.141
N 1.49329 -11.98770 -0.05795  -0.400
N 1.14203 -9.74354 -0.28184  -0.371
H 2.14611 -12.72931 -0.24299  0.192
H 0.82341 -11.99147 0.68491  0.194
H 0.47489 -9.70057 0.46357  0.235
H 1.59417 -8.90081 -0.59320  -0.038
C 7.40035 -6.67417 2.08890  0.486
O 6.23638 -6.59137 1.67860  -0.682
N 7.90594 -5.88410 3.05107  -0.403
N 8.20859 -7.64718 1.59272  -0.346
H 7.37518 -5.05173 3.24257  0.251
H 8.83780 -5.95335 3.41418  0.174
H 7.91370 -8.18038 0.78815  -0.242
H 9.03147 -7.80590 2.14842  0.219
C 10.78573 -6.48252 -1.03491  0.472
O 11.85249 -5.94406 -1.34255  -0.760
N 10.29493 -7.59752 -1.64123  0.043
N 9.98874 -5.96607 -0.06982  -0.121
H 9.53342 -8.14068 -1.24914  0.147
H 10.87021 -8.00683 -2.35949  0.217
H 9.34291 -6.61937 0.34907  0.193
H 10.42254 -5.17580 0.37591  0.202
C 4.97862 -12.53507 -4.12804  0.384
O 5.56792 -11.46508 -4.06613  -0.400
N 3.98848 -12.85825 -3.24293  -0.114
N 5.21970 -13.50511 -5.05718  -0.449
H 3.62693 -13.79539 -3.21010  0.187
H 3.69125 -12.26108 -2.48193  -0.056
H 6.07224 -13.37177 -5.57262  0.257
H 4.61173 -14.28149 -5.22441  0.140
C 6.63288 -9.07532 -1.28803  -0.595
O 7.86061 -8.99291 -1.13227  -0.181
N 5.97861 -8.22659 -2.12007  1.885
N 5.86264 -10.08825 -0.82349  2.030
H 6.69172 -7.55977 -2.38919  -0.805
H 4.98205 -8.20079 -2.23652  -0.584
H 6.23940 -10.73931 -0.15275  -0.680
H 5.02516 -10.33277 -1.32618  -0.684

***

# 3
This record from the OMol25 dataset describes 26 unconnected molecules or ions with the total composition C15H81BClNO28P. The level of theory is ωB97M-V/def2-TZVPD.

Values from the calculation:
largest force on an atom = 8.05 eV/Å
E_LUMO = -0.1614 Ha
charge = +1
molecular weight = 801.0 g/mol
HOMO-LUMO gap = 0.2699 Ha
multiplicity = 1

Each line ends with the Mulliken charge.
CARTESIAN COORDINATES (ANGSTROEM)
C -0.65033 1.19390 3.99079  -0.540
C -1.99528 0.82549 3.42591  -0.007
C -2.50827 1.33719 1.92351  0.496
O -2.04625 2.49642 1.44285  -0.563
O -3.49230 0.47683 1.24854  -0.400
C -3.19710 0.37427 -0.21662  0.272
C -4.26525 -0.72666 -0.80951  -0.577
C -3.65074 -2.23795 -1.01287  0.733
C -2.84926 -2.84038 0.28031  0.020
C -1.55191 -3.77449 -0.05814  -0.862
C -0.54945 -3.22013 -1.22197  -0.518
P 0.53027 -1.69753 -0.66270  0.151
Cl 0.10672 -1.12561 1.38407  -0.099
N 0.16354 -0.40500 -1.83276  0.040
C 1.15700 0.73227 -1.80241  -0.721
C 1.06670 1.65799 -0.41285  0.880
C 1.47433 3.20555 -0.89769  -0.345
C 0.17824 4.11968 -1.31381  -0.767
B 2.41093 -2.21049 -0.63103  0.466
O 3.43397 -1.23444 -0.11320  -0.408
C 2.98969 -3.67563 -1.09976  -0.524
C 4.53837 -3.83600 -0.52497  -0.629
H 0.06563 1.79634 3.28778  0.317
H -0.37957 0.89847 5.09995  0.012
H -2.72139 0.11521 4.04754  0.368
H -2.10917 -0.09012 -0.37141  -0.177
H -3.20665 1.41185 -0.75750  0.365
H -5.19002 -0.71853 -0.05605  0.133
H -4.62007 -0.32592 -1.87044  0.104
H -3.05699 -2.23287 -2.01988  0.243
H -4.59002 -2.95218 -1.19405  -0.896
H -3.62591 -3.54803 0.84836  0.383
H -2.57263 -2.00807 1.09040  -0.058
H -0.90662 -3.84100 0.94238  0.216
H -1.90339 -4.88637 -0.27681  0.409
H -1.04146 -3.01674 -2.26389  0.454
H 0.25118 -4.08556 -1.41114  0.423
H 0.13434 -0.78422 -2.82073  0.468
H 0.82491 1.48131 -2.67110  0.424
H 2.26488 0.43293 -2.05886  -0.180
H -0.03611 1.71759 -0.02654  -0.447
H 1.83679 1.26216 0.37487  -0.158
H 2.15435 3.12800 -1.87216  0.125
H 2.14433 3.76253 -0.08853  0.318
H 0.10800 5.05793 -0.59300  0.270
H -0.82804 3.49076 -1.27638  0.142
H 0.28496 4.55575 -2.42000  0.276
H 4.11811 -1.07482 -0.84859  0.304
H 2.34947 -4.54284 -0.62437  0.279
H 2.95562 -3.83319 -2.26194  0.322
H 4.62479 -3.66226 0.63497  0.056
H 4.90952 -4.89248 -0.87768  0.303
H 5.17618 -3.03072 -1.09645  0.174
O -4.04312 -0.16620 -4.15796  -0.571
H -3.14281 0.13560 -4.35108  0.275
H -4.48414 -0.15392 -5.02071  0.284
O -3.13286 0.20774 6.29687  -0.648
H -3.15760 0.13476 7.26279  0.300
H -3.57962 1.04798 6.11417  0.295
O 2.67902 0.79900 -4.51163  -0.790
H 2.95223 -0.12311 -4.39335  0.318
H 3.39867 1.30951 -4.11103  0.346
O 7.17902 -4.11713 -1.88905  -0.660
H 7.45223 -5.03924 -1.77077  0.323
H 7.89867 -3.60662 -1.48845  0.344
O -1.04312 4.40098 5.40664  -0.676
H -0.14281 4.70278 5.21352  0.334
H -1.48414 4.41326 4.54389  0.290
O -7.33286 -2.08538 -1.52845  -0.585
H -7.35760 -2.15836 -0.56253  0.283
H -7.77962 -1.24513 -1.71115  0.318
O -2.61057 7.07151 4.93627  -0.684
H -2.33736 6.14940 5.05455  0.404
H -1.89092 7.58201 5.33687  0.285
O -5.42245 -5.24443 -1.45995  -0.635
H -5.44719 -5.31740 -0.49404  0.295
H -5.86921 -4.40418 -1.64266  0.318
O -5.55940 6.58322 4.89893  -0.661
H -5.62066 6.72039 3.94167  0.341
H -4.65880 6.86545 5.11860  0.342
O -0.15940 -0.17803 -5.25232  -0.573
H -0.22066 -0.04086 -6.20958  0.343
H 0.74120 0.10420 -5.03265  0.232
O 4.41107 3.12663 0.28850  -0.534
H 5.13698 3.45848 0.83791  0.302
H 4.31309 2.20260 0.56338  0.265
O 9.44060 -5.09429 -1.45832  -0.641
H 9.37934 -4.95711 -2.41558  0.325
H 10.34120 -4.81205 -1.23864  0.317
O -0.44363 -1.05871 6.31679  -0.592
H -0.53891 -2.01826 6.22134  0.309
H -1.35631 -0.73367 6.33584  0.334
O 11.54060 -3.22958 -1.93781  -0.635
H 11.47934 -3.09241 -2.89507  0.315
H 12.44120 -2.94734 -1.71814  0.309
O 9.44060 -6.70327 1.50745  -0.637
H 9.37934 -6.56609 0.55019  0.316
H 10.34120 -6.42103 1.72712  0.310
O 3.27755 1.39405 -7.35662  -0.723
H 3.25281 1.32107 -6.39071  0.407
H 2.83079 2.23429 -7.53933  0.339
O -7.89703 7.01929 6.79934  -0.662
H -7.35148 6.70472 6.06290  0.324
H -8.69035 7.37194 6.36892  0.322
O -3.94641 7.50416 2.39176  -0.654
H -3.33585 7.37309 3.13268  0.346
H -4.08880 8.46246 2.37260  0.326
O 6.44564 -3.07214 2.54286  -0.626
H 6.35035 -4.03169 2.44741  0.336
H 5.53296 -2.74711 2.56191  0.310
O -8.67679 -1.04913 -3.89240  -0.669
H -9.28984 -1.79471 -3.80756  0.336
H -7.80442 -1.46801 -3.94240  0.319
O 0.94275 0.08138 -8.15738  -0.652
H 1.78619 0.47881 -7.89360  0.397
H 1.20153 -0.67317 -8.70755  0.321
O 2.75091 1.82117 3.25146  -0.581
H 3.48220 1.27868 3.58290  0.305
H 2.19736 1.19406 2.76228  0.266
O 5.96732 4.14530 -2.44707  -0.624
H 5.94258 4.07232 -1.48115  0.300
H 5.52056 4.98554 -2.62977  0.316
O -7.14001 4.22999 7.59060  -0.650
H -7.33134 5.12151 7.26270  0.377
H -6.79818 3.76313 6.81331  0.294
O -4.92384 -6.69207 -3.91336  -0.641
H -4.71036 -6.09533 -3.18039  0.307
H -5.33533 -7.45558 -3.48126  0.315